1.
Molecular formula: C2H2F3OP
Method: DFT, ωB97M-V/def2-TZVPD

Properties
- Largest force on an atom: 0.096 hartree/bohr
- Orbital gap (spin up / spin down): 8.04 / 8.08 eV
- Highest occupied orbital energy (spin up / spin down): -9.3 / -9.0 eV
- ΔE to the lowest compared entry with this formula, charge and spin: 78.89 kcal per mole
- Lowest unoccupied orbital energy (spin up / spin down): -1.234 / -0.948 eV
- Calculated total energy: -21591.258 eV

CARTESIAN COORDINATES (ANGSTROEM)
P (2.34398, 0.30959, -0.31990)
C (-1.35101, -0.14002, -0.14334)
H (2.90402, 1.12565, 0.74744)
O (-0.27149, -2.15488, 0.81443)
H (1.71601, 1.34156, -0.73173)
C (-0.27200, -1.02518, 0.37359)
F (-1.27847, 1.05445, 0.48827)
F (-2.55569, -0.57058, 0.18721)
F (-1.23534, 0.05941, -1.41596)

***

2.
Molecular formula: C24H52N3O8P2
Method: DFT, ωB97M-V/def2-TZVPD

Properties
- Largest force on an atom: 0.088 hartree/bohr
- Orbital gap: 6.28 eV
- Highest occupied orbital energy: -10.4 eV
- Charge: +1
- Lowest unoccupied orbital energy: -4.115 eV
- Calculated total energy: -65150.739 eV

CARTESIAN COORDINATES (ANGSTROEM)
H (-4.37376, -1.94596, 6.81160)
H (4.06707, -2.17395, -1.49160)
H (-5.77463, -2.92981, 6.33059)
H (-0.30739, 1.38177, -4.55376)
H (-2.74017, -6.32400, 7.72210)
H (2.63816, 8.59864, -2.25540)
H (-1.76582, -5.74006, -1.57560)
H (2.93288, -0.67186, -1.62689)
C (-2.62217, -3.88738, -0.73564)
H (5.56779, 1.12662, 0.43115)
P (-4.06202, -1.74486, -0.13181)
O (-1.70799, 1.66083, -3.03773)
C (2.31271, -2.34183, -0.13305)
O (-5.54733, -0.13125, 2.09657)
C (3.38002, -1.44329, -0.92538)
H (5.19542, 0.71323, -1.33261)
H (-2.58069, 1.25262, -2.87557)
H (3.09791, 6.06125, -0.69917)
H (-1.82120, -2.14791, 0.24142)
H (1.20634, -3.11336, -2.48185)
C (1.54173, 3.68720, -0.33145)
H (2.81825, 1.39989, -1.09213)
H (-0.22809, -4.51428, -3.37376)
H (2.36353, -2.23788, 1.00666)
H (5.06397, 9.54617, 0.27251)
C (-3.34328, -5.42078, 7.63147)
C (-0.81528, 0.75409, -3.73838)
C (0.48704, 2.83056, 0.53234)
H (3.80550, -0.65335, 1.21072)
H (-4.84005, -3.36326, 7.78179)
O (-3.95545, -2.06108, 2.89438)
H (-1.81255, -0.59054, -1.58534)
O (-2.84130, 0.26929, 2.05160)
H (2.70535, 6.96462, -2.95774)
H (0.21292, -1.81823, -4.58754)
C (-0.88200, -1.89903, -4.25350)
H (-2.03399, -4.16504, -3.43438)
C (0.61236, -2.17532, -2.16614)
H (1.16081, -1.29771, -2.64607)
C (-3.23521, -4.88853, 6.22781)
H (1.38304, 7.40251, -1.85298)
H (-1.35391, -2.68731, -4.94820)
C (-1.38826, -4.66977, -1.37015)
C (-0.88718, -2.39912, -2.69780)
C (0.77005, -2.06093, -0.57812)
N (3.20916, 7.03460, -0.95200)
H (-2.66514, -0.41658, -4.19460)
O (4.65834, 7.11002, 0.75229)
H (4.74924, 3.34710, 0.45073)
C (-2.02404, -1.68574, -1.83968)
H (0.00092, 0.45638, -3.00337)
N (-2.41907, -2.40734, -0.57423)
H (0.96363, 2.66196, 1.56646)
H (-3.32424, 1.10718, 2.23688)
H (-2.96890, -4.68227, 8.34357)
C (-1.55128, -0.46428, -4.47243)
H (-3.61464, -4.04742, -1.26895)
C (-4.77662, -2.96044, 6.77334)
H (4.74355, 9.28235, -1.44848)
O (2.80037, 4.08162, 0.19574)
P (-4.03322, -0.92505, 1.88577)
H (-5.76877, 0.21964, 1.19415)
H (2.50722, -3.44497, -0.36447)
H (-2.76801, -4.31169, 0.32719)
O (1.20615, 3.94910, -1.51064)
H (-4.38103, -5.67408, 7.85875)
O (-2.55366, -5.44127, 5.37320)
C (-1.08330, -4.01985, -2.80260)
C (3.49461, 1.63992, -0.20606)
C (4.34846, -0.77533, 0.20311)
H (-3.79998, -3.46365, 4.95799)
H (4.20813, 3.53418, -1.32246)
N (-3.92340, -3.75697, 5.91762)
H (0.16176, -2.84481, 0.01018)
H (-1.51977, -0.24916, -5.60424)
H (-4.32091, -0.66955, -1.06173)
H (-2.97453, -1.66999, -2.49529)
C (4.09197, 7.69991, -0.15912)
H (0.36385, 1.80439, 0.02442)
H (-0.48586, -4.78457, -0.69118)
H (0.55001, -0.99166, -0.22576)
H (3.41053, 9.72385, -0.33442)
C (3.87287, 3.20706, -0.26917)
C (2.44405, 7.54433, -2.06987)
C (4.78395, 0.69130, -0.27063)
H (5.27424, -1.41204, 0.40189)
C (4.33835, 9.15779, -0.44199)
H (-0.53594, 3.32478, 0.59292)
H (2.95518, 1.45710, 0.78177)

***

3.
Molecular formula: C7H8F12N2O11RbS5
Method: DFT, ωB97M-V/def2-TZVPD

Properties
- Largest force on an atom: 0.372 hartree/bohr
- Orbital gap: 8.20 eV
- Highest occupied orbital energy: -6.3 eV
- ΔE to the lowest compared entry with this formula, charge and spin: 519.05 kcal per mole
- Charge: -1
- Lowest unoccupied orbital energy: 1.929 eV
- Calculated total energy: -120311.019 eV

CARTESIAN COORDINATES (ANGSTROEM)
O (-5.36713, 24.31006, -17.28420)
C (-3.46651, 19.86558, -16.35973)
H (-4.21409, 20.46950, -16.87405)
H (-3.32318, 18.29406, -18.01970)
H (-2.54933, 14.66488, -15.85541)
F (-5.00575, 24.40826, -14.18531)
F (-4.02136, 19.47058, -13.47371)
O (-2.23800, 17.66760, -16.39390)
F (-4.19017, 21.37526, -12.39238)
O (-3.16625, 25.49173, -16.60168)
O (-0.35560, 16.11952, -16.86226)
C (0.31470, 19.94449, -17.05940)
O (-0.24388, 18.21895, -15.07070)
C (-3.34978, 18.42919, -16.93844)
H (-3.70238, 15.15697, -17.23538)
S (-2.33014, 23.75142, -18.65005)
S (-3.98410, 24.26213, -16.75567)
C (-3.66053, 20.73907, -13.42753)
F (-3.17103, 23.26793, -14.30504)
S (-0.12017, 19.65073, -15.15160)
F (0.16203, 21.21561, -17.28968)
O (-1.18627, 21.82165, -12.81330)
O (1.04347, 20.13753, -14.37222)
F (-3.99952, 21.46548, -14.46037)
F (-2.27105, 21.06369, -19.36776)
O (-1.51265, 19.31683, -12.63079)
H (-3.61281, 19.98393, -15.28610)
F (-5.09419, 22.34768, -15.08013)
F (-3.61678, 22.23655, -20.58282)
S (-1.62562, 16.43449, -17.37422)
H (-2.59067, 20.45987, -16.62016)
Rb (-2.19467, 21.70655, -16.34704)
O (-0.95548, 24.04717, -18.24156)
C (-4.35590, 23.45804, -14.95252)
C (-2.68274, 14.99649, -16.88513)
F (-0.54760, 19.27209, -17.80774)
N (-1.44294, 20.35669, -15.07533)
H (-4.30489, 18.01351, -16.61741)
F (-1.47090, 22.42491, -20.87550)
O (-1.80947, 16.64709, -18.79583)
O (-3.03052, 24.89265, -19.27516)
F (1.55354, 19.61463, -17.41385)
H (-2.14286, 14.23651, -17.44999)
S (-1.74081, 20.58654, -13.33211)
N (-3.08997, 22.99673, -17.51255)
C (-2.40334, 22.25329, -19.90014)

***

4.
Molecular formula: C3HFO2Sr
Method: DFT, ωB97M-V/def2-TZVPD

Properties
- Largest force on an atom: 0.059 hartree/bohr
- Orbital gap: 7.42 eV
- Highest occupied orbital energy: -17.4 eV
- ΔE to the lowest compared entry with this formula, charge and spin: 0.00 kcal per mole
- Charge: +2
- Lowest unoccupied orbital energy: -9.992 eV
- Calculated total energy: -10752.552 eV

CARTESIAN COORDINATES (ANGSTROEM)
C (-0.87372, -1.14267, 0.01356)
O (0.20112, 0.90582, 0.06186)
O (0.44767, -1.22347, -0.12294)
Sr (3.72440, 0.32042, -0.44716)
H (-1.48364, -0.05144, 1.22823)
C (-1.12290, 0.30221, 0.11226)
F (-1.95756, 0.88596, -0.71084)
C (1.06462, 0.00318, -0.13498)

***

5.
Molecular formula: C5H5Br15
Method: DFT, ωB97M-V/def2-TZVPD

Properties
- Largest force on an atom: 0.053 hartree/bohr
- Orbital gap: 9.89 eV
- Highest occupied orbital energy: -10.2 eV
- ΔE to the lowest compared entry with this formula, charge and spin: 14.07 kcal per mole
- Lowest unoccupied orbital energy: -0.272 eV
- Calculated total energy: -1055901.149 eV

CARTESIAN COORDINATES (ANGSTROEM)
H (10.00257, 9.65436, 14.12611)
Br (10.99018, 14.31472, 7.98869)
Br (8.47742, 7.88460, 10.72468)
Br (7.47916, 12.08914, 8.84538)
Br (6.56174, 6.56261, 8.54469)
Br (8.66677, 13.74656, 5.98800)
C (9.29339, 9.86698, 14.92214)
Br (7.48760, 9.76596, 14.28802)
Br (9.53255, 8.66896, 16.30650)
H (5.45445, 15.06898, 9.85721)
Br (9.40639, 11.83441, 11.41978)
H (7.38200, 10.50412, 10.84900)
Br (7.29316, 16.64731, 10.13664)
C (5.57763, 16.06399, 9.59600)
H (8.30348, 8.35696, 8.21430)
Br (4.22360, 17.18005, 10.30438)
Br (9.57954, 11.65534, 15.53937)
Br (6.46569, 12.44834, 11.74282)
C (9.30753, 14.92278, 7.26207)
Br (5.55154, 15.99260, 7.70101)
C (8.29538, 7.46392, 8.90627)
H (8.66575, 14.90658, 8.07083)
C (7.62023, 11.50417, 10.69404)
Br (9.69040, 6.29565, 8.20664)
Br (9.55210, 16.69635, 6.62978)

***

6.
Molecular formula: C4H11NO2
Method: DFT, ωB97M-V/def2-TZVPD

Properties
- Largest force on an atom: 0.023 hartree/bohr
- Orbital gap: 9.94 eV
- Highest occupied orbital energy: -9.0 eV
- SMILES: CCNCC=O.O
- ΔE to the lowest compared entry with this formula, charge and spin: 35.26 kcal per mole
- Lowest unoccupied orbital energy: 0.959 eV
- Calculated total energy: -9910.713 eV

CARTESIAN COORDINATES (ANGSTROEM)
H (3.11935, -0.95285, -1.78532)
H (-1.76219, -1.58493, 2.11751)
N (-0.71194, 0.54680, 0.67641)
H (2.28997, 0.29084, -1.60814)
H (-2.73798, -1.07468, 0.83142)
H (0.62757, 2.18739, 0.95046)
H (1.35936, 0.76633, 0.36466)
H (-1.11826, 0.69835, 1.59052)
C (-1.80705, -1.61172, 1.01810)
O (0.39187, 1.05797, -2.10540)
H (0.31664, -1.26974, 0.78813)
C (0.10284, 1.72789, -1.13846)
H (-0.45302, 2.66611, -1.24502)
C (0.43821, 1.33904, 0.29006)
O (3.03430, -0.16746, -1.21400)
H (-1.84627, -2.65880, 0.74438)
H (-0.61154, -1.07785, -0.67536)
C (-0.63187, -0.88270, 0.40006)

***

7.
Molecular formula: H2N5O
Method: DFT, ωB97M-V/def2-TZVPD

Properties
- Largest force on an atom: 0.085 hartree/bohr
- Orbital gap: 12.31 eV
- Highest occupied orbital energy: -16.6 eV
- ΔE to the lowest compared entry with this formula, charge and spin: 47.86 kcal per mole
- Charge: +1
- Lowest unoccupied orbital energy: -4.254 eV
- Calculated total energy: -9516.994 eV

CARTESIAN COORDINATES (ANGSTROEM)
O (-5.25379, 0.15152, -0.22999)
N (0.41157, 0.11404, 0.08884)
N (-0.68100, -0.20532, -0.01906)
N (-4.18029, 0.03384, 0.04608)
N (1.54051, 0.31795, 0.15635)
H (-1.79441, -0.06585, 0.13034)
H (2.51406, 0.41414, 0.57540)
N (-3.16528, -0.14289, 0.45954)